Entry from the OMol25 dataset: the ion C5H12N2S with charge +2 at a distorted geometry (the ωB97M-V functional and the def2-TZVPD basis).

ORCA input file:
```
! RIJCOSX wB97M-V def2-TZVPD def2/J DEFGRID3
* xyz 2 1
N 2.350 -0.947 -0.442
C 1.253 -0.107 -0.941
C 0.301 0.345 0.189
C -0.203 -0.830 0.976
C -1.348 -1.404 0.648
S -2.087 -0.789 -0.856
C -1.067 0.816 -0.572
N -1.825 1.579 0.528
H 2.955 -0.344 0.054
H 3.023 -1.053 -1.176
H 2.010 -1.736 0.097
H 1.722 0.652 -1.511
H 0.576 -0.750 -1.611
H 0.676 1.188 0.742
H 0.404 -1.120 1.819
H -1.935 -2.206 1.220
H -0.874 1.292 -1.581
H -2.768 1.831 0.232
H -1.392 2.569 0.799
H -1.773 1.011 1.385
*
```

The lowest unoccupied orbital energy comes out at -7.068 eV. Its SMILES is [NH3+]C[C@@H]1C=CS[C@H]1[NH3+]. Its energy above the lowest of the compared OMol25 structures with the same formula, charge and spin is 0.000 eV. The HOMO-LUMO gap comes out at 9.798 eV. The total energy is -704.7388 Eh. For the largest force on an atom, the calculation gives 3.52 eV/Å.



Entry from the OMol25 dataset: a cluster of 2 separate species, C2H8OS2 in total at a distorted geometry (the ωB97M-V functional and the def2-TZVPD basis).

ORCA input file:
```
! RIJCOSX wB97M-V def2-TZVPD def2/J DEFGRID3
* xyz 0 1
C 0.944 -1.604 -0.331
C -0.582 -1.387 -0.279
O -0.979 -1.004 1.040
H 1.200 -2.255 0.499
H 1.256 -2.128 -1.236
H 1.435 -0.642 -0.233
H -1.130 -2.289 -0.523
H -0.841 -0.611 -1.007
H -0.828 -0.057 1.121
S 0.387 2.281 1.039
S -1.179 3.282 0.007
H 0.975 1.885 -0.104
H -0.656 4.529 0.007
*
```

The lowest unoccupied orbital energy comes out at -0.069 eV. Its SMILES is CCO.SS. Its energy above the lowest of the compared OMol25 structures with the same formula, charge and spin is 0.679 eV. The HOMO-LUMO gap comes out at 9.954 eV. The total energy is -952.5886 Eh. For the largest force on an atom, the calculation gives 1.24 eV/Å.



Entry from the OMol25 dataset: a structure of composition CH4N6O at a distorted geometry (the ωB97M-V functional and the def2-TZVPD basis).

ORCA input file:
```
! RIJCOSX wB97M-V def2-TZVPD def2/J DEFGRID3
* xyz 0 1
C -0.117 -0.224 -0.428
H 1.154 -2.185 1.662
H 1.814 -2.415 -0.286
H -2.067 1.825 -1.573
H -2.111 0.984 0.096
N 1.517 -1.694 0.521
N 1.019 -0.397 0.261
N 1.296 0.809 0.889
N 0.398 1.554 0.663
N -0.523 1.075 -0.214
N -1.665 1.729 -0.522
O -0.714 -1.062 -1.069
*
```

The lowest unoccupied orbital energy comes out at 0.318 eV. Its energy above the lowest of the compared OMol25 structures with the same formula, charge and spin is 3.188 eV. The HOMO-LUMO gap comes out at 9.812 eV. The total energy is -444.0698 Eh. For the largest force on an atom, the calculation gives 6.29 eV/Å.



Entry from the OMol25 dataset: a cluster of 2 separate species, C6H14NO in total at a distorted geometry (the ωB97M-V functional and the def2-TZVPD basis).

ORCA input file:
```
! RIJCOSX wB97M-V def2-TZVPD def2/J DEFGRID3
* xyz 1 1
C -3.169 -0.212 -0.895
C -1.850 -0.363 -1.011
O -1.128 -0.345 0.155
C -1.079 -0.579 -2.287
H -3.799 -0.343 -1.768
H -3.676 0.124 0.039
H -0.171 -0.207 -0.052
H -1.685 -0.492 -3.185
H -0.278 0.247 -2.334
H -0.519 -1.502 -2.400
C 2.704 -0.332 2.274
C 1.420 -0.189 1.532
C 0.911 1.542 -0.148
N 1.599 0.504 0.256
H 3.445 -0.947 1.786
H 3.159 0.697 2.444
H 2.506 -0.802 3.289
H 0.987 -1.178 1.247
H 0.663 0.408 2.087
H 1.256 2.115 -0.988
H 0.013 1.846 0.351
H 2.303 0.070 -0.331
*
```

The lowest unoccupied orbital energy comes out at -5.783 eV. Its energy above the lowest of the compared OMol25 structures with the same formula, charge and spin is 2.521 eV. The HOMO-LUMO gap comes out at 6.312 eV. The total energy is -366.6746 Eh. For the largest force on an atom, the calculation gives 2.45 eV/Å.



Entry from the OMol25 dataset: the molecule C5H4O2 at a distorted geometry (the ωB97M-V functional and the def2-TZVPD basis).

ORCA input file:
```
! RIJCOSX wB97M-V def2-TZVPD def2/J DEFGRID3
* xyz 0 1
O 2.091 1.397 1.024
C 1.356 0.707 0.423
C 1.207 -0.650 0.000
C -0.042 -1.098 -0.358
C -1.215 -0.314 -0.348
C -1.128 1.022 -0.058
O 0.010 1.647 -0.079
H 2.048 -1.341 0.093
H -0.162 -2.160 -0.561
H -2.179 -0.780 -0.483
H -1.986 1.572 0.347
*
```

The lowest unoccupied orbital energy comes out at -0.231 eV. Its SMILES is O=c1cccco1. Its energy above the lowest of the compared OMol25 structures with the same formula, charge and spin is 0.974 eV. The HOMO-LUMO gap comes out at 8.528 eV. The total energy is -343.3566 Eh. For the largest force on an atom, the calculation gives 2.06 eV/Å.



Entry from the OMol25 dataset: the ion C5H10NOS with charge -1 at a distorted geometry (the ωB97M-V functional and the def2-TZVPD basis).

ORCA input file:
```
! RIJCOSX wB97M-V def2-TZVPD def2/J DEFGRID3
* xyz -1 1
C -1.662 2.089 -1.120
C -1.001 0.921 -0.419
C 0.495 0.834 -0.638
O 1.023 1.461 -1.550
N 1.223 0.105 0.227
C 0.707 -0.944 1.149
C 1.171 -2.308 0.746
S 0.096 -3.623 1.522
H -1.585 2.986 -0.501
H -2.735 1.939 -1.235
H -1.253 2.313 -2.110
H -1.207 0.970 0.645
H -1.414 -0.059 -0.656
H 2.179 -0.056 -0.051
H -0.369 -0.883 1.104
H 1.083 -0.661 2.133
H 2.198 -2.543 1.055
H 1.050 -2.542 -0.301
*
```

The lowest unoccupied orbital energy comes out at 3.467 eV. Its SMILES is CCC(=O)NCC[S-]. Its energy above the lowest of the compared OMol25 structures with the same formula, charge and spin is 0.143 eV. The HOMO-LUMO gap comes out at 6.083 eV. The total energy is -724.7482 Eh. For the largest force on an atom, the calculation gives 2.13 eV/Å.



Entry from the OMol25 dataset: a structure of composition C24H24Cl3CoN6O2S at a distorted geometry (the ωB97M-V functional and the def2-TZVPD basis).

ORCA input file:
```
! RIJCOSX wB97M-V def2-TZVPD def2/J DEFGRID3
* xyz 1 4
Co -1.081 0.122 -0.045
C -2.505 2.942 0.456
C -1.006 3.075 0.721
N -0.429 1.811 1.222
C -0.605 1.609 2.667
C -2.004 1.147 3.087
S -2.714 -0.193 2.054
C -4.247 0.557 1.402
C -4.103 1.129 -0.017
N -2.771 1.679 -0.237
H -3.066 2.962 1.389
H -2.836 3.802 -0.131
H -0.511 3.328 -0.217
H -0.830 3.889 1.432
H 0.571 1.845 1.040
H 0.129 0.871 2.991
H -0.399 2.540 3.209
H -1.954 0.754 4.101
H -2.716 1.967 3.089
H -4.979 -0.248 1.401
H -4.576 1.300 2.126
H -4.245 0.325 -0.737
H -4.886 1.878 -0.177
H -2.610 1.819 -1.231
O -0.152 2.832 -2.758
C 0.072 1.756 -2.234
O -0.813 0.883 -1.883
C 1.523 1.336 -1.977
C 2.441 1.328 -3.047
C 3.667 0.771 -2.835
C 4.026 0.348 -1.537
C 5.289 -0.211 -1.237
C 5.632 -0.498 0.053
C 4.739 -0.212 1.103
C 3.495 0.291 0.840
C 3.088 0.540 -0.490
N 1.812 0.955 -0.754
H 2.133 1.730 -4.001
H 4.384 0.671 -3.641
H 5.984 -0.399 -2.047
H 6.606 -0.914 0.278
H 5.049 -0.391 2.125
H 2.806 0.528 1.639
N 1.592 -5.330 -1.754
C 1.291 -4.628 -0.896
C 0.882 -3.760 0.166
C 0.893 -4.176 1.494
C 0.446 -3.286 2.455
C -0.013 -2.043 2.056
N -0.029 -1.640 0.784
C 0.427 -2.483 -0.138
H 1.243 -5.165 1.756
H 0.443 -3.553 3.501
H -0.383 -1.345 2.795
H 0.447 -2.136 -1.164
Cl -4.150 -2.881 -3.563
C -2.495 -2.262 -3.405
Cl -2.200 -0.966 -4.575
Cl -1.316 -3.577 -3.618
C -2.321 -1.729 -2.068
N -2.168 -1.295 -1.020
*
```

The lowest unoccupied orbital energy (spin up / spin down) comes out at -3.043 / -3.107 eV. Its expectation value of S² is 3.758. Its energy above the lowest of the compared OMol25 structures with the same formula, charge and spin is 0.439 eV. The HOMO-LUMO gap (spin up / spin down) comes out at 8.174 / 8.110 eV. The total energy is -4569.3438 Eh. For the largest force on an atom, the calculation gives 1.85 eV/Å.



Please write out number 3 again, unchanged.
Entry from the OMol25 dataset: a structure of composition CH4N6O at a distorted geometry (the ωB97M-V functional and the def2-TZVPD basis).

ORCA input file:
```
! RIJCOSX wB97M-V def2-TZVPD def2/J DEFGRID3
* xyz 0 1
C -0.117 -0.224 -0.428
H 1.154 -2.185 1.662
H 1.814 -2.415 -0.286
H -2.067 1.825 -1.573
H -2.111 0.984 0.096
N 1.517 -1.694 0.521
N 1.019 -0.397 0.261
N 1.296 0.809 0.889
N 0.398 1.554 0.663
N -0.523 1.075 -0.214
N -1.665 1.729 -0.522
O -0.714 -1.062 -1.069
*
```

The lowest unoccupied orbital energy comes out at 0.318 eV. Its energy above the lowest of the compared OMol25 structures with the same formula, charge and spin is 3.188 eV. The HOMO-LUMO gap comes out at 9.812 eV. The total energy is -444.0698 Eh. For the largest force on an atom, the calculation gives 6.29 eV/Å.



Question: Which formula does entry 5 have?
Answer: C5H4O2